# 1
Entry from the Open Molecules 2025 dataset: a cluster of 2 separate species, C6H14N5 in total (ωB97M-V/def2-TZVPD).

Geometry as XYZ:
```
25
Properties=species:S:1:pos:R:3:forces:R:3:lowdin_charge:R:1
C -3.015165 1.991590 0.875614 -1.012 -0.337 -2.766 -0.033
C -1.888371 1.996646 1.602136 0.079 0.805 1.027 -0.138
C -3.051247 1.076278 -0.395032 -1.276 -0.072 -0.882 -0.113
C -1.805977 0.260053 -0.432863 0.601 -2.309 -0.430 -0.200
C 3.766944 -0.319302 0.524154 -1.084 0.440 2.582 -0.090
C 2.615569 -0.745801 -0.344624 -1.132 1.041 -2.478 -0.267
N -0.922531 1.007939 1.490668 0.180 3.143 3.501 0.010
N -0.956635 0.154289 0.563205 -0.610 -1.720 -3.948 -0.005
N -0.307865 -1.365826 -1.529468 -0.046 0.062 -0.802 0.020
N -1.450632 -0.695927 -1.584378 -2.583 0.179 -0.180 -0.037
N 1.476470 -1.380379 0.364272 -0.622 1.579 1.638 0.057
H -3.935341 2.614369 0.994286 1.254 -0.404 0.200 0.127
H -1.752690 2.811756 2.378369 0.121 -1.546 -0.779 0.134
H -4.010081 0.421743 -0.295875 1.526 0.665 -0.295 0.153
H -3.200577 1.582015 -1.462287 0.246 -0.485 2.299 0.164
H 4.327647 -1.133737 0.970272 -0.284 -0.426 0.200 0.078
H 4.510178 0.215552 0.020093 0.830 0.973 -1.235 0.055
H 3.439380 0.390734 1.398566 0.321 -1.341 -1.590 0.127
H 2.812591 -1.519674 -1.097343 0.847 0.547 -0.062 0.118
H 2.170731 0.170714 -0.961127 0.871 -1.854 1.463 0.162
H 1.605177 -2.391260 0.507435 0.074 0.649 0.281 0.156
H -0.145391 -1.913410 -2.416720 -0.555 0.702 1.216 0.123
H -2.218985 -1.171663 -2.181318 1.321 1.547 1.440 0.186
H 0.522217 -1.214937 -0.262552 1.428 -0.533 0.595 0.062
H 1.414585 -0.841759 1.274518 -0.495 -1.305 -0.991 0.151
```
Positions in Å, forces in eV/Å.

Computed properties:
- 2S+1: 3
- Total charge: +1
- Energy: -13887.9159 eV
- Relative energy (zero: lowest compared OMol25 entry of this formula, charge and spin): 7.4 kcal/mol

***

# 2
Entry from the Open Molecules 2025 dataset: a cluster of 2 separate species, C4H10N4 in total (ωB97M-V/def2-TZVPD).

Geometry as XYZ:
```
18
Properties=species:S:1:pos:R:3:forces:R:3:lowdin_charge:R:1
C 2.621301 0.036994 0.246128 4.571 1.159 2.555 -0.173
C 1.316959 -0.087167 -0.327220 1.594 -1.764 -5.513 -0.518
C 0.445753 -1.400901 0.158676 -1.326 4.421 3.914 -0.068
C -0.729486 0.701363 -0.093554 -0.890 4.762 0.585 -0.620
H 3.618751 0.446205 -0.545000 -3.419 -0.572 2.799 0.169
H 2.352429 0.706449 1.339107 1.353 -1.200 -2.766 0.102
H 3.030648 -0.944688 0.648454 -0.604 1.065 -0.617 0.071
H 1.601857 -0.412427 -1.475248 -1.062 0.895 2.278 0.183
H 0.341040 -2.470975 -0.141732 0.923 1.227 -0.452 0.127
H 0.317594 -1.331853 1.412620 1.180 -0.737 -2.773 0.171
H -2.473346 -0.850150 -0.996584 0.492 -1.050 3.896 0.161
H -2.414211 -0.753234 0.772339 -1.453 1.725 1.718 0.008
H -1.786583 2.440391 -0.080000 0.795 -2.905 1.623 0.090
H 0.920692 1.517061 1.311356 -0.451 -0.101 -3.511 0.273
N -0.688231 -0.619902 -0.205140 -5.500 -2.449 0.207 -0.246
N -2.033184 -1.184325 0.002908 1.875 -1.242 -6.208 0.069
N -1.758200 1.410134 0.356532 0.980 0.665 -2.884 0.046
N 0.560180 1.272876 -0.461369 0.941 -3.897 5.151 0.155
```
Positions in Å, forces in eV/Å.

Computed properties:
- Energy: -10261.3183 eV
- Relative energy (zero: lowest compared OMol25 entry of this formula, charge and spin): 219.8 kcal/mol

***

# 3
Entry from the Open Molecules 2025 dataset: a cluster of 2 separate species, C3H5N5 in total (ωB97M-V/def2-TZVPD).

Geometry as XYZ:
```
13
Properties=species:S:1:pos:R:3:forces:R:3:lowdin_charge:R:1
C 2.378544 -0.057660 0.254879 1.903 -2.598 1.620 -0.086
C -0.564383 0.411848 -1.593017 1.920 0.619 1.018 -0.191
C -0.737177 -0.367682 0.578375 1.876 1.076 -2.169 -0.448
H 3.587001 0.205244 0.211901 -3.511 -0.651 -0.073 0.125
H 1.982292 -0.874008 1.053134 1.088 2.489 -1.379 0.107
H -0.180418 0.922171 -2.414230 1.137 0.230 -1.233 0.108
H -2.802561 1.025835 0.699724 1.838 -3.094 -1.826 0.285
H -1.338878 -1.013915 2.229475 1.623 0.665 -0.419 0.078
N 1.633811 0.266444 -0.709035 -2.390 0.334 1.046 0.030
N 0.151249 -0.032684 -0.508540 4.177 -0.124 -0.608 -0.025
N -1.781443 0.436043 -1.340093 -1.886 0.765 -3.020 -0.051
N -1.915317 -0.184993 -0.230973 -5.191 0.789 8.035 -0.021
N -0.412720 -0.736643 1.768402 -2.585 -0.500 -0.991 0.090
```
Positions in Å, forces in eV/Å.

Computed properties:
- Energy: -10635.0558 eV
- Relative energy (zero: lowest compared OMol25 entry of this formula, charge and spin): 180.3 kcal/mol

***

# 4
Entry from the Open Molecules 2025 dataset: a cluster of 2 separate species, C3H4OS in total (ωB97M-V/def2-TZVPD).

Geometry as XYZ:
```
9
Properties=species:S:1:pos:R:3:forces:R:3:lowdin_charge:R:1
C -0.620103 -0.759735 0.210909 -1.061 3.606 1.914 0.004
C 0.283858 0.108884 -0.146435 -1.563 -1.778 0.388 -0.257
C 1.020572 1.052062 -0.565506 1.044 2.017 -1.200 -0.102
O 0.831158 2.993696 2.250322 -1.450 0.123 -1.375 -0.664
S -0.271788 3.086271 1.210554 1.329 0.072 1.538 0.739
H -1.440247 -0.227410 0.893192 1.531 -1.996 -1.467 0.115
H 1.888547 1.405479 -0.042069 0.334 -0.018 0.145 0.057
H 0.707471 1.617639 -1.452052 0.288 -0.317 0.188 0.079
H -0.501956 -1.754873 -0.062072 -0.452 -1.709 -0.131 0.029
```
Positions in Å, forces in eV/Å.

Computed properties:
- Structure (SMILES): C=C=C.O=S
- Energy: -16054.1964 eV
- Relative energy (zero: lowest compared OMol25 entry of this formula, charge and spin): 90.2 kcal/mol